Record 1
This record from the Open Molecules 2025 dataset describes a structure of composition C38H39BrIIrN4O3S2. The level of theory is ωB97M-V with the def2-TZVPD basis set.

XYZ file:
```
89
Properties=species:S:1:pos:R:3
Ir -0.70 -0.28 -0.74
O -4.00 -1.58 -6.25
C -3.46 -1.34 -5.04
C -4.06 -0.54 -4.07
C -3.41 -0.37 -2.87
N -2.23 -0.94 -2.59
C -1.69 -1.70 -3.53
Br -0.04 -2.51 -3.03
C -2.24 -1.95 -4.76
H -4.85 -1.14 -6.34
H -5.02 -0.06 -4.25
H -3.84 0.24 -2.08
H -1.76 -2.59 -5.49
O -0.28 1.65 2.19
C -1.18 2.04 1.45
O -1.54 1.46 0.34
C -2.02 3.22 1.77
C -1.71 4.02 2.86
C -2.48 5.13 3.17
C -3.58 5.43 2.38
C -3.91 4.63 1.29
C -3.13 3.52 0.97
S -3.59 2.51 -0.39
H -0.84 3.75 3.46
H -2.23 5.75 4.02
H -4.20 6.29 2.61
H -4.78 4.87 0.69
C 1.81 4.49 -0.81
C 2.42 3.14 -0.56
C 3.81 2.98 -0.54
C 4.40 1.74 -0.25
C 5.90 1.61 -0.17
C 3.60 0.65 0.00
C 2.18 0.75 -0.05
C 1.63 2.04 -0.33
N 1.31 -0.27 0.16
C 1.70 -1.50 0.90
C 2.58 -2.46 0.07
C 2.89 -3.71 0.89
C 1.59 -4.45 1.21
C 0.68 -3.53 2.02
C 1.36 -3.17 3.34
C 2.66 -2.42 3.03
C 3.59 -3.32 2.20
C 2.35 -1.14 2.25
C 0.41 -2.26 1.22
H 2.15 5.21 -0.06
H 0.72 4.45 -0.77
H 2.10 4.87 -1.79
H 4.45 3.84 -0.73
H 6.40 2.44 -0.66
H 6.24 0.68 -0.64
H 6.23 1.60 0.87
H 4.08 -0.28 0.22
H 0.56 2.16 -0.26
H 3.51 -1.99 -0.25
H 2.03 -2.73 -0.84
H 3.55 -4.36 0.30
H 1.80 -5.36 1.77
H 1.09 -4.76 0.28
H -0.28 -4.03 2.22
H 1.57 -4.07 3.92
H 0.70 -2.53 3.94
H 3.16 -2.15 3.97
H 3.85 -4.22 2.76
H 4.52 -2.79 1.98
H 3.27 -0.57 2.12
H 1.66 -0.50 2.80
H -0.25 -1.59 1.80
H -0.09 -2.53 0.28
I -4.48 -0.68 3.96
C -3.79 -1.56 2.22
C -4.15 -2.85 1.86
C -3.65 -3.38 0.68
C -2.81 -2.60 -0.10
N -2.46 -1.36 0.25
C -2.94 -0.84 1.39
H -4.81 -3.44 2.49
H -3.90 -4.38 0.36
H -2.39 -2.98 -1.02
H -2.64 0.16 1.63
S -0.48 3.15 -3.99
C 0.80 2.05 -4.28
C 0.75 1.04 -3.38
N -0.30 1.12 -2.49
C -1.02 2.19 -2.70
H 1.52 2.21 -5.07
H 1.44 0.21 -3.32
H -1.87 2.47 -2.08
```

Computed properties:
- <S²> = 8.802
- spin multiplicity = 6
- total charge = +1
- total energy (a.u.) = -5688.34508

=====

Record 2
This record from the Open Molecules 2025 dataset describes a structure of composition C38H39BrN5O8PS2W at a distorted geometry. The level of theory is ωB97M-V with the def2-TZVPD basis set.

XYZ file:
```
95
Properties=species:S:1:pos:R:3
W 0.97 -0.15 0.12
C 1.63 0.48 -5.57
C 2.91 -0.14 -5.03
O 2.63 -1.21 -4.15
P 2.61 -1.00 -2.55
S 1.88 -2.72 -1.92
S 1.74 0.78 -2.19
O 4.20 -0.87 -2.27
C 4.83 0.02 -1.34
C 6.13 0.52 -1.94
H 1.88 1.26 -6.29
H 1.07 0.92 -4.76
H 1.02 -0.27 -6.06
H 3.50 0.63 -4.52
H 3.51 -0.57 -5.84
H 5.02 -0.52 -0.41
H 4.17 0.86 -1.14
H 6.87 -0.28 -2.01
H 6.52 1.32 -1.31
H 5.96 0.92 -2.94
O 3.74 -3.90 3.49
C 2.56 -4.40 3.20
O 2.15 -5.42 3.72
C 1.74 -3.66 2.21
C 0.49 -4.04 1.75
N 0.06 -3.08 0.90
N 0.98 -2.10 0.74
C 2.02 -2.44 1.54
C 3.13 -1.49 1.54
O 4.18 -1.71 2.18
O 2.90 -0.43 0.85
H 3.98 -3.04 2.99
H -0.10 -4.89 1.99
H -0.74 -3.13 0.28
C -5.26 -1.73 -2.39
C -5.55 -0.67 -1.37
C -6.80 -0.10 -1.25
C -7.06 0.91 -0.34
C -6.02 1.39 0.45
C -4.76 0.85 0.34
C -4.51 -0.20 -0.55
N -3.26 -0.81 -0.66
C -2.09 -0.48 0.03
N -2.20 -0.50 1.38
C -1.28 -0.19 2.39
C 0.09 -0.08 2.10
C 0.92 0.11 3.20
C 0.44 0.19 4.50
C -0.92 0.13 4.74
C -1.80 -0.06 3.69
C -3.28 -0.10 3.96
N -0.95 -0.33 -0.62
C -1.13 -0.23 -2.03
C -1.01 -1.36 -2.84
C -1.24 -1.25 -4.20
C -1.61 -0.04 -4.75
C -1.74 1.08 -3.93
C -1.52 1.00 -2.57
C -1.68 2.18 -1.66
H -6.18 -2.02 -2.91
H -4.85 -2.62 -1.92
H -4.55 -1.38 -3.14
H -7.60 -0.46 -1.88
H -8.04 1.34 -0.26
H -6.20 2.20 1.14
H -3.95 1.26 0.93
H -3.08 -1.19 -1.57
H -3.14 -0.67 1.72
H 2.00 0.18 3.06
H 1.13 0.32 5.33
H -1.30 0.21 5.74
H -3.46 0.12 5.01
H -3.71 -1.08 3.75
H -3.81 0.65 3.37
H -0.71 -2.30 -2.41
H -1.13 -2.12 -4.83
H -1.79 0.05 -5.81
H -2.03 2.03 -4.37
H -1.69 3.10 -2.23
H -0.87 2.20 -0.93
H -2.62 2.11 -1.11
Br -0.43 3.31 2.53
C 1.39 3.20 3.01
C 1.75 3.59 4.29
C 3.08 3.55 4.67
C 4.05 3.15 3.77
C 3.68 2.75 2.50
C 2.35 2.76 2.11
C 2.06 2.28 0.71
O 3.00 2.24 -0.08
O 0.85 1.99 0.43
H 0.99 3.92 4.99
H 3.36 3.86 5.67
H 5.10 3.14 4.06
H 4.41 2.42 1.78
```

Computed properties:
- <S²> = 0.773
- spin multiplicity = 2
- total charge = -1
- total energy (a.u.) = -6126.24925